Below is a 2-piece molecular cluster, C2H5IS2 overall, with properties calculated with ωB97M-V with the def2-TZVPD basis set.

Each line ends with the Mulliken charge.
Element x y z (Å)
I -1.4248 -2.8773 -0.3849  -0.0201
S -0.0016 -0.7101 2.9545  -0.1381
S 0.1450 -1.2821 -1.3099  -0.1509
C 0.3178 1.4205 -0.9488  -0.9703
C -0.1388 0.1102 -0.4449  0.3436
H -0.4206 0.0233 0.6088  -0.0943
H -0.5275 2.1110 -1.0042  0.2542
H 0.2418 -1.9977 2.7066  0.1534
H 1.0333 1.8533 -0.2462  0.2797
H 0.7753 1.3489 -1.9308  0.3428

Properties
HOMO-LUMO gap (spin up / spin down): 0.23751 / 0.24674 hartree
LUMO (spin up / spin down): -0.72 / -2.59 eV
energy above the lowest of the compared OMol25 structures with the same formula, charge and spin: 0.000 eV
M: 220.1 g/mol
spin multiplicity: 3
HOMO level (spin up / spin down): -7.18 / -9.30 eV


Below is a single C2H5ISi molecule, with properties calculated with ωB97M-V with the def2-TZVPD basis set.

Each line ends with the Mulliken charge.
Element x y z (Å)
I -2.4673 -0.1775 0.1937  -0.1014
Si -0.5168 1.2020 -0.1772  0.3866
C 0.6119 -1.4202 0.3584  -0.5930
C 0.7597 -0.1477 -0.0878  -0.1427
H 1.8122 0.1142 -0.2486  0.3165
H -0.7551 1.6084 -1.6044  -0.0896
H -0.4102 2.4680 0.5104  -0.1076
H -0.4213 -1.6578 0.5258  0.0238
H 1.3869 -1.9893 0.5297  0.3074

Properties
HOMO-LUMO gap: 0.37358 hartree
LUMO: 0.54 eV
energy above the lowest of the compared OMol25 structures with the same formula, charge and spin: 0.287 eV
SMILES: C=C[SiH2]I
M: 184.1 g/mol
spin multiplicity: 1
HOMO level: -9.62 eV


Below is a 2-piece molecular cluster, C2H5N overall, with properties calculated with ωB97M-V with the def2-TZVPD basis set.

Each line ends with the Mulliken charge.
Element x y z (Å)
N -1.3586 -0.0044 0.2152  -0.6590
C 1.0246 0.2765 0.2687  -0.8611
C -0.1308 0.0738 -0.4035  0.0667
H 1.0688 0.7339 1.2597  0.3053
H 1.9102 0.4579 -0.3313  0.2357
H -1.9673 -0.5514 -0.3965  0.2876
H -0.0683 0.0041 -1.4929  0.2497
H -0.4784 -0.9904 0.8806  0.3752

Properties
HOMO-LUMO gap: 0.32117 hartree
LUMO: 0.31 eV
energy above the lowest of the compared OMol25 structures with the same formula, charge and spin: 3.254 eV
M: 43.1 g/mol
spin multiplicity: 1
HOMO level: -8.43 eV


- M of number 3 (C2H5N)?
  43.1 g/mol